1.
14
Properties=species:S:1:pos:R:3:forces:R:3:mulliken_charge:R:1 method="wB97M-V/def2-TZVPD" smiles=CSC.FCF gap_ev=9.61 e_lumo_ev=0.85 total_charge=0 e_homo_ev=-8.76
S 0.18577 1.15540 0.90655 0.3 0.0 0.0 -0.107
C 0.94128 1.34889 -0.71625 0.2 0.1 -0.6 -0.762
C 1.04294 -0.34539 1.41117 0.2 -0.5 0.2 -0.764
H 0.51693 2.25257 -1.18519 0.2 -0.4 0.2 0.288
H 0.72944 0.48296 -1.36578 0.1 0.4 0.3 0.232
H 2.03469 1.47244 -0.64013 -0.4 0.0 0.0 0.305
H 0.82935 -1.18214 0.72500 0.1 0.4 0.3 0.232
H 2.13460 -0.19267 1.45065 -0.4 0.0 0.0 0.306
H 0.68918 -0.61831 2.41962 0.2 0.2 -0.4 0.288
F -2.85305 -1.54971 -1.08420 0.0 -0.1 -0.1 -0.254
F -0.65930 -1.33971 -1.03588 0.0 -0.2 -0.2 -0.225
C -1.82563 -0.83254 -0.56716 -0.4 1.0 0.8 0.087
H -1.92111 0.23158 -0.85694 0.1 -0.6 -0.2 0.187
H -1.84513 -0.88333 0.53850 0.1 -0.3 -0.6 0.186



2.
11
Properties=species:S:1:pos:R:3:forces:R:3:mulliken_charge:R:1 method="wB97M-V/def2-TZVPD" gap_ev="9.73 / 9.74" e_lumo_ev="-12.20 / -12.19" total_charge=+2 e_homo_ev="-21.93 / -21.93"
C -0.31747 -0.86015 0.39395 1.4 0.8 -1.0 -0.387
C -2.05126 0.89448 -0.30123 3.3 -2.1 -0.3 0.157
N 0.89753 -0.85783 -0.46639 -3.3 1.0 3.5 0.012
N -1.22727 0.10668 -0.09294 -3.2 2.6 0.2 0.100
N 1.39646 1.16936 0.34927 -4.3 -3.5 0.0 -0.124
O 1.72135 0.15915 -0.29432 2.7 0.9 -0.8 0.251
H -0.80649 -1.76910 0.35778 -0.8 -2.4 -0.9 0.464
H -2.49044 1.72409 -0.80648 -1.1 0.6 0.1 0.438
H 0.98102 -1.55978 -1.18382 1.4 0.1 -0.8 0.332
H -0.22478 -0.79070 1.46727 0.9 0.9 0.5 0.439
H 2.12136 1.78379 0.57689 2.9 1.1 -0.5 0.317



What energy above the lowest of the compared OMol25 structures with the same formula, charge and spin values result from the calculations? In sequence: 0.0; 92.0 kcal/mol.